1.
Molecular formula: C6H9ClFN2
Method: DFT, ωB97M-V/def2-TZVPD

Calculated values
Highest occupied orbital energy (spin up / spin down) = -14.15 / -14.15 eV
E = -903.181270 hartree
ΔE to the lowest compared entry with this formula, charge and spin = 2.868 eV
Multiplicity = 1
Total charge = +1
Structure (SMILES) = C/C(=C\Cl)N=[N+]=C[C@H](C)F

Geometry as XYZ:
```
19
Properties=species:S:1:pos:R:3:nbo_charge:R:1
C -3.2563 -0.1965 -1.1345 -0.660
C -1.9328 -0.3687 -0.3880 0.054
C -1.5245 0.4997 0.5978 -0.140
Cl -2.5107 1.7997 1.1821 0.131
N -0.9199 -1.3207 -0.9125 0.074
N 0.1176 -1.3714 -0.3397 0.048
C 1.0285 -0.8658 0.3851 0.100
C 1.7393 0.4611 0.2688 0.137
C 3.2425 0.1995 0.3247 -0.660
F 1.3698 1.1442 1.4471 -0.334
H -3.8187 -1.2061 -1.2176 0.263
H -3.0334 0.0344 -2.1804 0.253
H -3.7909 0.6412 -0.6250 0.262
H -0.5223 0.4787 1.0462 0.236
H 1.5755 -1.5245 0.9995 0.255
H 1.4302 1.0830 -0.5510 0.214
H 3.4429 -0.4270 1.3204 0.240
H 3.7349 1.2266 0.4341 0.270
H 3.6284 -0.2873 -0.6571 0.259
```

2.
Molecular formula: C5H8N
Method: DFT, ωB97M-V/def2-TZVPD

Calculated values
Highest occupied orbital energy = -15.40 eV
E = -249.647064 hartree
ΔE to the lowest compared entry with this formula, charge and spin = 4.846 eV
Multiplicity = 1
Total charge = +1

Geometry as XYZ:
```
14
Properties=species:S:1:pos:R:3:nbo_charge:R:1
C 0.4553 1.1414 -0.2342 0.467
C 0.4214 2.0692 -1.0905 -0.437
C -1.6591 -1.2740 -1.1885 -0.167
C -2.0397 -1.5963 -0.0954 -0.235
C 1.1498 -0.3781 1.4294 -0.452
N 0.2912 0.0620 0.4152 -0.470
H -1.2932 -0.8506 -2.0292 0.235
H -2.4373 -2.1585 0.6469 0.255
H 0.0374 3.0645 -0.8583 0.301
H 1.0365 1.9338 -2.0197 0.301
H 1.8791 0.4113 1.6773 0.242
H 0.7800 -0.8767 2.2970 0.258
H 1.8746 -0.9529 0.8776 0.240
H -0.4961 -0.5952 0.1722 0.461
```

3.
Molecular formula: C3H12N2
Method: DFT, ωB97M-V/def2-TZVPD

Calculated values
Highest occupied orbital energy = -21.58 eV
E = -230.380087 hartree
ΔE to the lowest compared entry with this formula, charge and spin = 0.274 eV
Multiplicity = 1
Total charge = +2
Structure (SMILES) = [NH3+]CCC[NH3+]

Geometry as XYZ:
```
17
Properties=species:S:1:pos:R:3:nbo_charge:R:1
N -0.7002 -2.0066 -0.5248 -0.676
C 0.5235 -1.1907 -0.8653 -0.232
C 0.7853 0.0352 0.0018 -0.458
C -0.2499 1.1623 -0.0311 -0.223
N -0.1705 2.0496 1.1960 -0.670
H -0.5697 -2.9602 -0.8838 0.471
H -0.8101 -2.1224 0.4859 0.449
H -1.5575 -1.6464 -0.9483 0.454
H 0.4636 -0.9522 -1.9259 0.254
H 1.3871 -1.8438 -0.7959 0.266
H 0.9667 -0.2821 1.0346 0.230
H 1.7630 0.3880 -0.3156 0.279
H -1.2578 0.7687 -0.0796 0.217
H -0.1327 1.8337 -0.8720 0.259
H -1.0443 2.5680 1.3508 0.470
H 0.6342 2.6705 1.0935 0.462
H -0.0307 1.5285 2.0797 0.450
```

4.
Molecular formula: C9H12O2S
Method: DFT, ωB97M-V/def2-TZVPD

Calculated values
Highest occupied orbital energy = -9.05 eV
E = -898.683217 hartree
ΔE to the lowest compared entry with this formula, charge and spin = 2.875 eV
Multiplicity = 1
Total charge = 0
Structure (SMILES) = CC1=CC(C)=CS(=O)(=O)C(C)=C1

Geometry as XYZ:
```
24
Properties=species:S:1:pos:R:3:nbo_charge:R:1
C 1.8897 1.6789 1.1937 -0.635
C 0.9490 0.7935 0.5790 0.043
C 1.2710 -0.5313 0.5147 -0.250
C 0.5838 -1.6738 -0.1392 0.088
C 1.5742 -2.8060 -0.4925 -0.624
C -0.7090 -1.8395 -0.4306 -0.515
S -1.8722 -0.6509 0.1760 2.073
O -2.0680 -0.5445 1.6299 -0.918
O -3.0505 -0.8760 -0.6621 -0.952
C -1.3373 1.1234 -0.1950 -0.129
C -2.3987 1.8053 -0.8829 -0.688
C -0.1254 1.5771 -0.0175 -0.253
H 1.2746 2.5720 1.6301 0.218
H 2.6298 2.0375 0.5660 0.229
H 2.5053 1.3055 2.0275 0.229
H 2.2567 -0.8237 0.9002 0.210
H 2.4351 -2.3665 -0.9241 0.215
H 1.1895 -3.4679 -1.1657 0.216
H 1.8537 -3.3053 0.4372 0.230
H -1.0536 -2.4531 -1.1891 0.247
H -3.2172 2.2326 -0.2492 0.245
H -2.8030 0.9378 -1.5558 0.280
H -1.8986 2.6640 -1.3635 0.216
H 0.1210 2.6111 -0.3871 0.224
```

5.
Molecular formula: C4H7ClNO4S
Method: DFT, ωB97M-V/def2-TZVPD

Calculated values
Highest occupied orbital energy = -4.44 eV
E = -1370.718468 hartree
ΔE to the lowest compared entry with this formula, charge and spin = 2.628 eV
Multiplicity = 1
Total charge = -1

Geometry as XYZ:
```
18
Properties=species:S:1:pos:R:3:nbo_charge:R:1
C -1.0183 -0.4677 -0.8856 0.676
C -0.4327 0.1711 -2.2168 -0.726
C -1.3616 -1.8934 1.7690 -0.573
C -0.3117 -1.5257 1.0878 0.202
N -0.0537 -0.7656 0.0028 -0.757
O 2.4089 0.8343 -0.5480 -0.964
O -2.2274 -0.6720 -0.9042 -0.692
O 1.4562 3.0607 -0.1522 -0.919
O 0.9314 1.3795 1.4766 -0.942
S 1.0904 1.3711 -0.1769 1.767
Cl 1.2312 -1.8066 1.8884 -0.116
H -0.8600 1.1240 -2.4568 0.210
H 0.6821 0.1004 -2.0235 0.226
H -0.8100 -0.4794 -2.9788 0.209
H -1.5298 -2.3892 2.6882 0.203
H -2.3308 -1.7851 1.2307 0.229
H 0.8668 0.5697 1.9786 0.511
H 2.2689 3.1740 0.2209 0.458
```

6.
Molecular formula: C3H4HgO3
Method: DFT, ωB97M-V/def2-TZVPD

Calculated values
Highest occupied orbital energy (spin up / spin down) = -14.45 / -14.71 eV
E = -495.308611 hartree
ΔE to the lowest compared entry with this formula, charge and spin = 6.871 eV
Multiplicity = 2
Total charge = +1

Geometry as XYZ:
```
11
Properties=species:S:1:pos:R:3:nbo_charge:R:1
C -1.7230 -1.5606 0.1542 -0.519
C -0.4284 -1.6717 -0.0362 0.421
O 0.5023 -0.6668 0.0073 -0.633
C 1.8060 -0.9553 -0.0824 0.550
O 2.3192 0.2613 -0.1444 -0.766
Hg 0.6454 1.5303 -0.0298 1.474
H -2.3859 -2.3937 -0.0756 0.275
H -2.1330 -0.6698 0.6451 0.238
H 3.2875 0.2831 -0.1916 0.580
O -0.4806 2.9003 -0.2349 -1.130
H -1.4097 2.9428 -0.0118 0.509
```

7.
Molecular formula: C5H16NO3
Method: DFT, ωB97M-V/def2-TZVPD

Calculated values
Highest occupied orbital energy = -3.32 eV
E = -480.588913 hartree
ΔE to the lowest compared entry with this formula, charge and spin = 0.702 eV
Multiplicity = 1
Total charge = -1

Geometry as XYZ:
```
25
Properties=species:S:1:pos:R:3:nbo_charge:R:1
C 1.0921 1.5240 0.7802 -0.615
C 0.0768 0.4541 0.3469 -0.038
C -0.7709 0.0051 1.5540 -0.459
C -0.0206 -0.9261 2.4924 -0.602
N -0.6883 0.9664 -0.7930 -0.719
C -1.6476 -0.0445 -1.4627 0.194
O -2.6749 -0.4132 -0.7367 -0.919
H 0.5649 2.4300 1.0703 0.187
H 1.7182 1.1882 1.5891 0.188
H 1.7786 1.7833 -0.0388 0.221
H 0.6657 -0.4090 -0.0067 0.166
H -1.1820 0.8557 2.1102 0.177
H -1.6362 -0.5037 1.1146 0.282
H 0.2353 -1.8724 1.9942 0.188
H -0.6293 -1.2113 3.3416 0.198
H 0.9392 -0.5232 2.8332 0.184
H -1.2544 1.7321 -0.4407 0.347
H -1.9136 0.4876 -2.3903 0.090
H -0.9782 -0.9181 -1.7676 0.008
H 1.5898 -0.1371 -2.4390 0.474
H 0.8579 1.1383 -2.0582 0.498
O 1.6472 0.8191 -2.5479 -1.005
H 1.1731 -2.4682 -0.9354 0.462
H 0.1128 -1.7095 -1.7663 0.465
O 0.9443 -2.2477 -1.8431 -0.970
```

8.
Molecular formula: C5H12FNO2S2
Method: DFT, ωB97M-V/def2-TZVPD

Calculated values
Highest occupied orbital energy = -8.95 eV
E = -1299.089730 hartree
ΔE to the lowest compared entry with this formula, charge and spin = 0.429 eV
Multiplicity = 1
Total charge = 0
Structure (SMILES) = CN(SC(C)(C)F)S(C)(=O)=O

Geometry as XYZ:
```
23
Properties=species:S:1:pos:R:3:nbo_charge:R:1
C -1.1823 -2.2444 -0.0071 -0.412
N -0.7027 -0.9515 -0.4576 -0.827
S 0.9682 -0.8590 -1.0919 0.326
C 1.5808 0.4077 0.2751 0.312
C 2.3984 -0.4067 1.2293 -0.675
C 2.0806 1.6387 -0.4723 -0.714
F 0.3730 0.7457 0.9042 -0.383
S -1.7363 0.1918 -1.1055 2.306
C -2.5685 0.9973 0.3273 -0.843
O -0.9606 1.1386 -1.8288 -0.936
O -2.8179 -0.4878 -1.7627 -0.962
H -0.6029 -2.9938 -0.7074 0.212
H -1.0148 -2.3185 0.9998 0.192
H -2.2432 -2.2230 -0.2588 0.230
H 1.7444 -1.2484 1.6071 0.243
H 2.8523 0.2345 2.0332 0.224
H 3.3899 -0.7659 0.7456 0.234
H 1.5782 2.5648 -0.0341 0.257
H 1.6688 1.7654 -1.5211 0.260
H 3.1206 1.5278 -0.7474 0.233
H -3.5223 0.5720 0.5052 0.241
H -1.8777 0.6754 1.0687 0.238
H -2.5260 2.0393 0.2995 0.245
```